Entry 1:
ORCA calculation (the ωB97M-V functional and the def2-TZVPD basis) on 2 unconnected molecules or ions with the total composition C3H6INO2S in a non-equilibrium geometry.

Its SMILES is NC=C(O)O.S=CI. Its total energy is -27726.601 eV. For the energy above the lowest of the compared OMol25 structures with the same formula, charge and spin, the calculation gives 27.5 kcal per mole. The multiplicity is 1. The value obtained for the LUMO energy (spin up / spin down) is -1.17 / -1.17 eV. The frontier orbital gap (spin up / spin down) is 6.1 / 6.1 eV. The calculation puts the highest occupied orbital energy (spin up / spin down) at -7.255 / -7.255 eV. As for the net charge: 0.

Each line ends with the Löwdin charge.
CARTESIAN COORDINATES (ANGSTROEM)
1 N 0.716 -1.679 -1.248  0.052
2 C 0.868 -1.107 0.013  -0.134
3 C 1.042 0.221 0.339  -0.501
4 O 1.159 1.317 -0.410  0.022
5 O 1.001 0.473 1.694  -0.028
6 H 1.044 -2.611 -1.350  0.072
7 H 0.731 -1.101 -2.013  0.048
8 H 1.187 -1.876 0.811  0.150
9 H 0.276 1.693 -0.616  -0.010
10 H 1.222 1.460 1.942  0.169
11 S -1.759 2.401 -0.157  0.615
12 C -2.256 0.911 0.344  -1.096
13 I -3.239 -0.746 -0.712  0.673
14 H -1.990 0.646 1.363  -0.032


Entry 2:
ORCA calculation (the ωB97M-V functional and the def2-TZVPD basis) on 3 unconnected molecules or ions with the total composition C3H12N4 in a non-equilibrium geometry.

Its total energy is -9259.962 eV. For the energy above the lowest of the compared OMol25 structures with the same formula, charge and spin, the calculation gives 146.3 kcal per mole. The multiplicity is 1. The value obtained for the LUMO energy (spin up / spin down) is -0.12 / 0.65 eV. The frontier orbital gap (spin up / spin down) is 7.3 / 8.4 eV. The calculation puts the highest occupied orbital energy (spin up / spin down) at -7.464 / -7.766 eV. As for the net charge: 0.

Each line ends with the Löwdin charge.
CARTESIAN COORDINATES (ANGSTROEM)
1 C 0.215 1.112 -1.162  -0.111
2 N 1.340 0.634 1.894  -0.065
3 C 0.643 -0.190 -0.552  -0.350
4 N 0.141 1.203 2.092  -0.075
5 C 1.081 -1.230 -1.285  -0.023
6 H 1.276 -0.302 2.304  0.052
7 H 0.106 2.149 1.738  0.079
8 H -0.665 0.612 1.837  0.045
9 H 0.395 1.128 -2.240  0.072
10 H 0.768 1.944 -0.719  0.070
11 H -0.851 1.305 -1.002  0.057
12 H 1.414 -2.154 -0.826  0.047
13 H 1.166 -1.171 -2.366  0.049
14 N -1.061 -0.837 0.683  -0.065
15 N -2.073 -0.989 -0.218  -0.043
16 H -2.642 -0.156 -0.287  0.077
17 H -0.573 -1.726 0.723  0.055
18 H 1.111 -0.006 0.528  0.041
19 H -1.791 -1.325 -1.141  0.089


Entry 3:
ORCA calculation (the ωB97M-V functional and the def2-TZVPD basis) on a molecular structure, C25H51AlBBeBr2F8KN3O12S in a non-equilibrium geometry.

Its total energy is -252437.557 eV. For the energy above the lowest of the compared OMol25 structures with the same formula, charge and spin, the calculation gives 19.4 kcal per mole. The multiplicity is 1. The value obtained for the LUMO energy is -9.36 eV. The frontier orbital gap is 1.7 eV. The calculation puts the highest occupied orbital energy at -11.081 eV. As for the net charge: +1.

Each line ends with the Löwdin charge.
CARTESIAN COORDINATES (ANGSTROEM)
1 C 0.860 -5.909 3.654  -0.087
2 C 1.002 -4.508 2.936  -0.195
3 C 0.708 -3.393 3.969  -0.082
4 C -0.383 -2.361 3.553  -0.481
5 C 0.129 -0.966 4.066  0.014
6 O -0.683 -2.292 2.181  -0.050
7 C 0.251 -1.585 1.403  -0.219
8 C 0.302 -2.124 -0.033  -0.044
9 O -1.580 -2.694 4.259  0.055
10 C -2.704 -2.168 3.637  -0.338
11 O -2.857 -1.008 3.469  0.191
12 B -3.916 -3.103 3.147  -0.316
13 O -4.782 -3.551 4.143  0.138
14 C -4.147 -3.461 1.623  -0.132
15 C -4.940 -4.778 1.425  -0.099
16 H 1.663 -6.576 3.335  0.068
17 H -0.138 -6.285 3.421  0.069
18 H 0.945 -5.816 4.741  0.064
19 H 0.305 -4.543 2.099  0.099
20 H 2.039 -4.466 2.591  0.107
21 H 1.637 -2.828 4.107  0.114
22 H 0.443 -3.761 4.961  0.122
23 H 1.195 -0.823 3.886  0.085
24 H -0.469 -0.164 3.624  0.065
25 H -0.070 -0.971 5.142  0.090
26 H -0.037 -0.520 1.426  0.118
27 H 1.271 -1.650 1.807  0.134
28 H 1.013 -2.949 -0.112  0.085
29 H 0.528 -1.331 -0.750  0.064
30 H -0.693 -2.541 -0.251  0.043
31 H -5.564 -2.988 4.091  0.124
32 H -4.768 -2.635 1.228  0.117
33 H -3.209 -3.421 1.058  0.090
34 H -5.537 -4.721 0.508  0.070
35 H -4.260 -5.629 1.360  0.077
36 H -5.665 -4.938 2.227  0.069
37 C -1.448 -1.672 -5.996  -0.141
38 O -0.480 -0.680 -5.663  -0.451
39 C -0.723 -0.085 -4.380  -0.346
40 C 0.511 0.645 -3.890  -0.176
41 O 1.449 -0.200 -3.290  -0.107
42 C 2.224 -1.022 -4.179  -0.135
43 C 3.278 -0.241 -4.934  -0.186
44 O 2.698 0.407 -6.064  -0.216
45 C 3.550 1.432 -6.548  -0.113
46 H -2.460 -1.241 -6.018  0.065
47 H -1.210 -2.062 -6.986  0.127
48 H -1.402 -2.492 -5.282  0.063
49 H -1.001 -0.879 -3.613  -0.075
50 H -1.553 0.629 -4.490  0.048
51 H 0.196 1.324 -3.093  0.130
52 H 0.966 1.257 -4.679  0.143
53 H 1.580 -1.594 -4.850  0.122
54 H 2.733 -1.738 -3.534  0.138
55 H 4.050 -0.927 -5.299  0.141
56 H 3.736 0.494 -4.268  0.121
57 H 3.681 2.213 -5.790  0.097
58 H 3.085 1.873 -7.423  0.018
59 H 4.524 1.022 -6.832  0.098
60 C -1.718 3.207 1.062  -0.687
61 F -1.783 4.395 0.524  0.093
62 F -2.701 3.068 1.938  0.183
63 F -1.921 2.288 0.102  0.135
64 S -0.079 3.068 1.843  0.527
65 O -0.055 4.147 2.824  -0.144
66 O 0.866 3.262 0.758  -0.250
67 O 0.002 1.754 2.424  -0.215
68 Be -2.129 -1.890 -2.946  0.619
69 F 3.797 1.568 -0.764  -0.215
70 Al 4.716 0.059 -0.862  -0.081
71 F 5.162 -0.254 -2.485  -0.174
72 F 3.743 -1.226 -0.276  -0.198
73 F 6.110 0.205 0.106  -0.189
74 O 3.113 2.791 1.895  0.293
75 H 3.216 2.671 0.910  0.156
76 H 2.696 2.008 2.303  0.172
77 H 2.625 3.609 2.109  0.160
78 F -0.675 6.208 1.423  -0.177
79 K -1.684 0.651 -6.218  1.044
80 N -1.847 0.456 8.046  0.062
81 C -1.838 -0.776 7.542  -0.154
82 C -1.800 -1.924 8.319  -0.066
83 C -1.765 -1.783 9.696  -0.077
84 C -1.772 -0.510 10.238  -0.068
85 C -1.815 0.572 9.371  -0.151
86 H -1.861 -0.840 6.459  0.084
87 H -1.799 -2.902 7.855  0.102
88 H -1.734 -2.654 10.338  0.108
89 H -1.745 -0.357 11.308  0.104
90 H -1.825 1.588 9.749  0.105
91 C -0.398 5.410 -2.538  -0.637
92 O 0.140 6.049 -3.425  0.024
93 N -0.278 4.052 -2.445  0.172
94 N -1.172 5.992 -1.562  0.224
95 H -0.714 3.503 -1.725  0.069
96 H 0.283 3.597 -3.141  0.090
97 H -1.284 6.992 -1.600  0.129
98 H -1.631 5.475 -0.824  0.069
99 Br 2.205 6.144 -6.088  0.654
100 C 2.650 5.722 -7.936  -0.684
101 C 1.389 5.302 -8.633  -0.674
102 Br 0.904 3.491 -8.098  0.638
103 H 3.422 4.958 -7.931  0.051
104 H 3.055 6.633 -8.371  0.064
105 H 1.508 5.266 -9.713  0.062
106 H 0.550 5.946 -8.387  0.051


Entry 4:
ORCA calculation (the ωB97M-V functional and the def2-TZVPD basis) on 6 unconnected molecules or ions with the total composition C35H56O13S5 in a non-equilibrium geometry.

Its SMILES is CCCOc1cc(CC)c2c(c1)C(=O)C=CC2=O.O=S1(=O)CCCC1.O=S1(=O)CCCC1.O=S1(=O)CCCC1.O=S1(=O)CCCC1.O=S1(=O)CCCC1. Its total energy is -117994.135 eV. The multiplicity is 1. The value obtained for the LUMO energy is -0.39 eV. The frontier orbital gap is 8.6 eV. The calculation puts the highest occupied orbital energy at -9.015 eV. As for the net charge: 0.

Each line ends with the Löwdin charge.
CARTESIAN COORDINATES (ANGSTROEM)
1 C 5.045 -3.680 -0.169  -0.106
2 C 5.001 -3.929 -1.684  -0.212
3 C 3.572 -3.793 -2.249  -0.187
4 O 3.392 -2.652 -3.094  -0.059
5 C 3.142 -1.522 -2.339  -0.260
6 C 1.871 -1.274 -1.857  0.055
7 C 1.596 -0.156 -1.062  -0.122
8 C 0.188 0.066 -0.551  -0.150
9 C -0.419 -1.277 -0.070  -0.084
10 C 2.666 0.700 -0.783  -0.043
11 C 3.953 0.442 -1.282  -0.083
12 C 4.204 -0.665 -2.067  0.066
13 C 5.064 1.382 -0.916  -0.331
14 O 5.962 1.676 -1.675  0.112
15 C 4.948 1.963 0.456  0.025
16 C 3.731 2.201 0.932  0.026
17 C 2.534 1.918 0.079  -0.321
18 O 1.572 2.659 0.081  0.101
19 H 4.292 -4.282 0.345  0.074
20 H 4.821 -2.637 0.072  0.065
21 H 6.034 -3.887 0.244  0.069
22 H 5.629 -3.165 -2.147  0.100
23 H 5.422 -4.916 -1.883  0.102
24 H 3.317 -4.704 -2.792  0.121
25 H 2.887 -3.743 -1.396  0.116
26 H 1.062 -1.960 -2.085  0.132
27 H -0.405 0.446 -1.385  0.098
28 H 0.199 0.789 0.257  0.097
29 H -1.045 -1.111 0.807  0.066
30 H 0.363 -2.003 0.151  0.070
31 H -1.019 -1.722 -0.870  0.032
32 H 5.190 -0.878 -2.459  0.134
33 H 5.849 2.143 1.028  0.124
34 H 3.588 2.601 1.930  0.125
35 O 4.966 5.811 1.713  -0.329
36 S 4.491 6.980 1.015  0.661
37 O 4.517 8.284 1.630  -0.332
38 C 5.298 7.055 -0.581  -0.229
39 C 4.389 6.246 -1.502  -0.209
40 C 2.954 6.658 -1.146  -0.219
41 C 2.841 6.641 0.383  -0.211
42 H 6.304 6.651 -0.497  0.107
43 H 5.336 8.102 -0.880  0.106
44 H 4.615 6.434 -2.550  0.118
45 H 4.524 5.178 -1.313  0.114
46 H 2.761 7.665 -1.520  0.100
47 H 2.219 5.998 -1.601  0.109
48 H 2.160 7.403 0.754  0.090
49 H 2.537 5.661 0.752  0.097
50 O -1.891 -2.008 -2.747  -0.331
51 S -2.339 -0.855 -3.492  0.671
52 O -2.340 0.459 -2.904  -0.315
53 C -1.465 -0.812 -5.052  -0.223
54 C -2.333 -1.642 -5.992  -0.218
55 C -3.781 -1.225 -5.706  -0.213
56 C -3.961 -1.209 -4.182  -0.217
57 H -0.462 -1.210 -4.916  0.108
58 H -1.416 0.229 -5.371  0.111
59 H -2.061 -1.476 -7.033  0.116
60 H -2.204 -2.705 -5.776  0.120
61 H -3.959 -0.225 -6.107  0.117
62 H -4.496 -1.898 -6.177  0.114
63 H -4.657 -0.440 -3.856  0.102
64 H -4.278 -2.179 -3.803  0.104
65 O -0.447 -3.869 2.117  -0.322
66 S -1.530 -4.685 2.606  0.667
67 O -1.318 -6.019 3.091  -0.325
68 C -2.432 -3.738 3.829  -0.223
69 C -3.477 -2.973 3.023  -0.217
70 C -4.035 -3.974 2.002  -0.212
71 C -2.839 -4.695 1.368  -0.209
72 H -1.742 -3.094 4.369  0.110
73 H -2.896 -4.447 4.514  0.082
74 H -4.260 -2.571 3.665  0.113
75 H -3.008 -2.137 2.499  0.110
76 H -4.674 -4.698 2.513  0.106
77 H -4.642 -3.481 1.243  0.111
78 H -3.067 -5.726 1.110  0.101
79 H -2.470 -4.165 0.491  0.099
80 O -2.786 -9.005 4.100  -0.305
81 S -3.178 -7.947 4.993  0.669
82 O -2.438 -6.717 5.071  -0.338
83 C -4.911 -7.581 4.711  -0.233
84 C -5.657 -8.527 5.645  -0.223
85 C -4.888 -8.499 6.973  -0.215
86 C -3.397 -8.638 6.642  -0.215
87 H -5.147 -7.732 3.660  0.107
88 H -5.078 -6.539 4.988  0.103
89 H -6.696 -8.225 5.772  0.114
90 H -5.647 -9.539 5.234  0.120
91 H -5.067 -7.547 7.477  0.115
92 H -5.215 -9.291 7.645  0.113
93 H -2.768 -8.089 7.338  0.101
94 H -3.087 -9.681 6.608  0.104
95 O -1.643 8.816 -3.569  -0.316
96 S -0.694 8.412 -2.563  0.663
97 O 0.376 7.497 -2.865  -0.326
98 C -0.020 9.881 -1.790  -0.228
99 C -0.976 10.174 -0.638  -0.218
100 C -1.279 8.817 0.011  -0.211
101 C -1.593 7.828 -1.118  -0.214
102 H 0.038 10.681 -2.524  0.108
103 H 0.976 9.634 -1.424  0.099
104 H -0.540 10.875 0.072  0.116
105 H -1.899 10.614 -1.023  0.119
106 H -0.402 8.477 0.566  0.107
107 H -2.106 8.882 0.716  0.114
108 H -1.265 6.818 -0.885  0.103
109 H -2.653 7.824 -1.368  0.104


Entry 5:
ORCA calculation (the ωB97M-V functional and the def2-TZVPD basis) on 2 unconnected molecules or ions with the total composition C7H11Cl2FNO3 in a non-equilibrium geometry.

Its total energy is -42822.594 eV. The multiplicity is 1. The value obtained for the LUMO energy is -3.59 eV. The frontier orbital gap is 9.2 eV. The calculation puts the highest occupied orbital energy at -12.810 eV. As for the net charge: +1.

Each line ends with the Löwdin charge.
CARTESIAN COORDINATES (ANGSTROEM)
1 C 3.258 0.818 -0.517  -0.217
2 C 3.535 -0.395 -0.106  -1.101
3 C -1.687 -0.864 -0.180  -0.469
4 C -2.504 -3.071 -0.250  0.009
5 C -2.076 0.607 -0.246  -0.033
6 C -0.994 1.517 0.329  -0.098
7 C 1.452 1.871 0.414  -0.176
8 N 0.340 1.193 -0.269  0.055
9 O -0.518 -1.220 -0.141  0.058
10 O 1.539 1.673 1.717  0.036
11 O -2.714 -1.654 -0.214  0.022
12 F 3.901 1.619 -1.332  0.082
13 Cl 4.893 -1.351 -0.610  0.685
14 Cl 2.459 -1.178 0.990  0.735
15 H -1.594 -3.306 -0.802  0.101
16 H -3.377 -3.495 -0.739  0.107
17 H -2.423 -3.452 0.768  0.109
18 H -3.012 0.753 0.294  0.145
19 H -2.269 0.845 -1.295  0.145
20 H -1.239 2.566 0.150  0.147
21 H -0.908 1.362 1.407  0.144
22 H 1.608 2.903 0.121  0.153
23 H 0.359 1.426 -1.265  0.193
24 H 0.369 0.109 -0.181  0.104
25 H 1.604 0.727 1.957  0.066


Entry 6:
ORCA calculation (the ωB97M-V functional and the def2-TZVPD basis) on 4 unconnected molecules or ions with the total composition C16H28FNO11 in a non-equilibrium geometry.

Its SMILES is O=C1C[C@@H](F)[C@H](C[C@H]2CO2)N1.COC(=O)OC.COC(=O)OC.COC(=O)OC. Its total energy is -43771.905 eV. The multiplicity is 1. The value obtained for the LUMO energy is 0.62 eV. The frontier orbital gap is 10.6 eV. The calculation puts the highest occupied orbital energy at -9.970 eV. As for the net charge: 0.

Each line ends with the Löwdin charge.
CARTESIAN COORDINATES (ANGSTROEM)
1 O -3.877 -5.590 -1.653  0.043
2 C -4.496 -4.821 -2.397  -0.394
3 C -4.627 -3.225 -2.178  0.010
4 C -5.970 -3.026 -3.065  -0.191
5 F -5.380 -2.539 -4.315  -0.097
6 C -6.556 -4.431 -3.505  -0.261
7 C -7.406 -5.295 -2.478  -0.069
8 C -8.883 -4.493 -2.195  -0.185
9 C -9.235 -3.311 -3.303  -0.036
10 O -9.949 -4.721 -3.217  -0.173
11 N -5.264 -5.239 -3.592  0.059
12 H -4.922 -2.858 -1.150  0.127
13 H -3.799 -2.683 -2.734  0.133
14 H -6.664 -2.193 -2.752  0.148
15 H -6.920 -4.525 -4.584  0.161
16 H -6.979 -5.352 -1.433  0.122
17 H -7.720 -6.293 -2.909  0.128
18 H -9.191 -4.293 -1.074  0.151
19 H -9.889 -2.472 -2.911  0.103
20 H -8.919 -3.456 -4.372  0.110
21 H -5.536 -6.198 -3.303  0.115
22 C -0.484 -2.805 -1.091  -0.040
23 O -1.192 -1.592 -0.832  -0.008
24 C -0.445 -0.484 -0.943  -0.604
25 O 0.725 -0.446 -1.234  0.119
26 O -1.231 0.572 -0.676  -0.001
27 C -0.565 1.830 -0.758  -0.038
28 H -1.184 -3.633 -0.973  0.090
29 H -0.104 -2.819 -2.115  0.100
30 H 0.330 -2.937 -0.376  0.099
31 H -0.188 2.001 -1.768  0.101
32 H 0.246 1.885 -0.029  0.084
33 H -1.290 2.610 -0.526  0.096
34 C 3.537 5.596 3.416  -0.033
35 O 4.021 4.266 3.234  -0.032
36 C 3.451 3.610 2.211  -0.601
37 O 2.602 4.047 1.477  0.128
38 O 3.988 2.383 2.149  -0.021
39 C 3.468 1.571 1.097  -0.031
40 H 4.064 6.027 4.267  0.098
41 H 3.744 6.205 2.535  0.101
42 H 2.468 5.590 3.639  0.099
43 H 3.672 2.021 0.125  0.104
44 H 2.397 1.406 1.229  0.087
45 H 3.971 0.605 1.141  0.098
46 C 11.038 4.866 3.901  -0.049
47 O 10.144 3.855 3.441  -0.002
48 C 8.848 4.125 3.660  -0.607
49 O 8.413 5.115 4.192  0.121
50 O 8.125 3.104 3.184  0.008
51 C 6.714 3.258 3.351  -0.044
52 H 12.052 4.541 3.672  0.092
53 H 10.851 5.810 3.385  0.097
54 H 10.951 4.994 4.982  0.097
55 H 6.357 4.136 2.813  0.093
56 H 6.456 3.322 4.409  0.107
57 H 6.231 2.378 2.932  0.086